Version P
Entry from the OMol25 dataset: a single C5H6O3 molecule (ωB97M-V with the def2-TZVPD basis set).

Positions of all 14 atoms, in Å:
O 1.83267 1.01782 1.95876
C 0.68622 0.90872 1.31787
C -0.03784 -0.35307 1.39494
O -1.48467 -0.45802 1.10754
C -0.53379 -1.11400 0.32102
C -0.57238 -0.35628 -1.07537
C 0.52361 0.35051 -1.70598
O -0.48977 1.16097 -1.04108
H -0.03993 1.68405 0.55847
H 0.06620 -1.01348 2.29755
H -0.56614 -2.24663 0.30685
H -1.37860 -0.55778 -1.61902
H 0.50402 0.45787 -2.80294
H 1.49041 0.51932 -1.01860

Frontier orbital gap (eV): 9.97
E_HOMO (eV): -9.6572
Structure (SMILES): O=C[C@H]1O[C@H]1[C@@H]1CO1
LUMO energy (eV): 0.3


Version Q
Entry from the OMol25 dataset: a single C5H6O3 molecule (ωB97M-V with the def2-TZVPD basis set).

Positions of all 14 atoms, in Å:
O 1.54716 -0.78215 2.01369
C 0.51373 -1.19490 1.51580
C -0.07653 -0.61654 0.25870
C 0.75230 -0.33131 -1.02939
O 0.29787 -0.40292 -2.25408
C 0.24632 0.76297 -0.03463
C -1.08515 1.55234 -0.09119
O -2.06422 1.08487 -0.70427
H -0.01896 -2.04166 2.16338
H -1.03649 -1.00860 0.07286
H 1.84795 -0.69669 -0.87120
H -0.59224 -0.14832 -2.20871
H 0.96492 1.35625 0.49274
H -1.29668 2.46667 0.67628

Frontier orbital gap (eV): 9.99
E_HOMO (eV): -9.6830
Structure (SMILES): O=C[C@@H]1C(O)[C@H]1C=O
LUMO energy (eV): 0.3


So which one is most stable? That would be version Q, about 2.518 eV below the next structure.


Version P
Entry from the OMol25 dataset: a single C5H6O3 molecule (ωB97M-V with the def2-TZVPD basis set).

Positions of all 14 atoms, in Å:
C 1.83502 -1.02217 0.72013
C 1.59471 0.18383 0.24291
O 2.28640 1.09144 -0.40385
O 0.26396 0.86481 0.19572
C -0.90521 0.23590 -0.17741
C -1.01615 -0.96532 -0.74091
C -2.09273 1.06710 0.14780
O -3.22713 0.76385 -0.11441
H 2.83763 -1.40506 0.66880
H 1.05856 -1.60282 1.18300
H 1.38582 1.72468 -0.50090
H -2.00428 -1.32750 -0.97186
H -0.17036 -1.59427 -0.96157
H -1.84624 1.98553 0.71255

Frontier orbital gap (eV): 9.28
E_HOMO (eV): -9.3917
Structure (SMILES): C=C(O)OC(=C)C=O
LUMO energy (eV): -0.1


Version Q
Entry from the OMol25 dataset: a single C5H6O3 molecule (ωB97M-V with the def2-TZVPD basis set).

Positions of all 14 atoms, in Å:
C -1.89147 -1.12471 -0.40387
C -1.10956 -0.54755 0.74073
O -1.26091 -0.70848 1.91310
O -0.52742 0.81175 0.21009
C 0.79259 0.60698 0.24827
C 1.67918 1.50404 -0.54806
C 1.12371 -0.64686 0.73003
O 1.83427 -1.35758 1.34474
H -2.85547 -0.60972 -0.45834
H -1.36559 -0.99430 -1.34764
H -2.07555 -2.17658 -0.19868
H 2.72931 1.26509 -0.38235
H 1.44315 1.44418 -1.61444
H 1.48377 2.53376 -0.23359

Frontier orbital gap (alpha / beta) (eV): 7.20 / 7.19
E_HOMO (alpha / beta) (eV): -7.8188 / -7.8175
Structure (SMILES): CC(=O)OC(C)=C=O
LUMO energy (alpha / beta) (eV): -0.6 / -0.6


So which one is most stable? That would be version Q, about 0.074 eV below the next structure.